1.
# C17H23F5NO3P2Sn

C17H23F5NO3P2Sn as an isolated structure (wB97M-V/def2-TZVPD, the OMol25 dataset).

The geometry in XYZ format:
```
52
Properties=species:S:1:pos:R:3:forces:R:3:nbo_charge:R:1
Sn 0.1955 -0.2789 0.3768 0.228 2.469 0.229 1.5161
P -2.2534 -0.0467 -0.2880 -1.575 0.245 -0.287 1.1235
C -2.1324 0.5407 -2.0176 0.898 1.027 0.850 -0.7627
C -0.7725 1.0566 -2.4455 0.090 0.503 -0.311 0.2400
N 0.3047 0.8733 -1.6528 -0.007 -1.087 0.598 -0.5841
C 1.5397 1.1984 -2.0888 0.211 0.745 -0.287 0.2367
C 1.7116 1.9217 -3.2705 0.038 -0.526 0.565 -0.1956
C 0.5927 2.1951 -4.0561 0.194 0.144 -0.142 -0.0584
C -0.6512 1.7191 -3.6659 -0.371 -0.222 0.405 -0.2009
C 2.7263 0.8757 -1.1960 -0.380 0.219 0.171 -0.7702
P 2.5950 -0.6766 -0.2152 1.636 0.272 -0.111 1.1004
H -1.5565 1.8584 -4.2659 0.479 0.053 0.097 0.2723
H 2.7206 2.2423 -3.5304 -0.353 -0.030 -0.165 0.2722
H 0.6985 2.7717 -4.9742 -0.023 -0.157 0.160 0.2830
H 3.6378 0.7661 -1.8016 -0.161 0.146 0.207 0.3044
H 2.8722 1.6899 -0.4637 0.041 -0.183 -0.233 0.3080
H -2.4235 -0.2553 -2.6545 -0.345 -0.929 -0.665 0.2939
H -2.8733 1.3460 -2.1286 0.045 -0.196 0.099 0.3102
H -3.3211 -4.7549 -4.7254 -0.553 -0.165 0.013 0.4733
O -2.4077 -4.6970 -4.9925 0.718 0.710 0.248 -0.9177
H -2.1611 -3.7706 -4.8297 -0.183 -0.550 -0.274 0.4453
H -1.0006 -5.1008 -0.2148 0.127 -0.511 -0.201 0.5033
O -1.2358 -4.2814 0.2166 0.278 1.424 0.146 -0.9317
H -0.4182 -3.7526 0.2548 -0.379 -0.857 0.019 0.4358
C 3.2438 -2.0193 -1.2429 -0.638 -0.549 0.001 -0.9529
H 3.9792 -1.5977 -1.9487 -0.255 -0.084 0.301 0.3034
H 3.7253 -2.7759 -0.5995 -0.222 0.285 -0.243 0.3087
H 2.4176 -2.4896 -1.8031 0.481 0.075 0.054 0.2852
C 3.6429 -0.4696 1.2477 -0.462 -0.067 0.336 -0.9526
H 3.5949 -1.3889 1.8522 0.115 0.275 -0.176 0.2995
H 4.6764 -0.2886 0.9165 -0.235 -0.082 -0.027 0.3084
H 3.2887 0.3781 1.8550 0.139 -0.243 -0.227 0.2929
C -2.8365 1.3180 0.7394 0.491 0.057 0.537 -0.9747
H -3.6560 1.8464 0.2403 0.067 -0.179 -0.057 0.3084
H -3.1886 0.9183 1.6995 0.003 0.026 -0.199 0.2987
H -2.0273 2.0255 0.9551 -0.112 0.045 -0.106 0.2903
C -3.4903 -1.3522 -0.2768 0.456 -0.711 0.309 -0.9587
H -3.5950 -1.7273 0.7496 -0.078 0.025 -0.215 0.3021
H -4.4588 -0.9649 -0.6247 0.282 0.177 0.039 0.3119
H -3.1676 -2.1854 -0.9161 -0.103 0.140 0.165 0.3002
F -0.1916 1.5724 7.0311 0.075 -0.080 -1.643 -0.2378
C -0.0592 1.5050 5.6937 0.049 0.049 1.153 0.3267
C -0.4034 2.6004 4.8943 -0.457 0.851 0.883 0.2948
F -0.9505 3.6953 5.4689 0.736 -1.335 -0.814 -0.2468
C -0.1898 2.5536 3.5253 -0.212 0.190 -0.704 0.3419
F -0.5816 3.5929 2.7474 0.479 -0.915 0.538 -0.2869
C 0.3807 1.4111 2.9183 -0.606 -0.121 1.734 0.1327
O 0.6487 1.3887 1.6119 -0.353 -1.759 -2.440 -0.7718
C 0.6092 0.2919 3.7408 0.196 0.347 0.063 0.2437
F 0.9881 -0.8932 3.1598 -0.099 0.541 -0.468 -0.3174
C 0.4450 0.3376 5.1102 0.031 -0.634 1.056 0.3064
F 0.7682 -0.7227 5.8842 -0.418 1.136 -0.981 -0.2533
```
Positions in Å, forces in eV/Å.

Output
Net charge: +3
Kohn-Sham gap (spin up / spin down) in eV: 4.3 / 4.3

2.
# C17H23Ge2IrNO2Se

C17H23Ge2IrNO2Se as an isolated structure (wB97M-V/def2-TZVPD, the OMol25 dataset).

The geometry in XYZ format:
```
47
Properties=species:S:1:pos:R:3:forces:R:3:mulliken_spin:R:1
Ir 2.4224 0.4587 -0.5448 1.061 0.760 0.812 0.3599
N 2.9728 0.8780 1.3940 -0.454 0.507 -0.034 -0.0164
C 3.0207 2.3465 1.5854 -0.014 0.260 0.182 0.0014
C 3.5007 3.0028 0.3019 -0.119 -0.108 -0.317 -0.0002
O 4.0801 4.0563 0.3023 0.005 -0.017 0.023 0.0096
O 3.1568 2.3174 -0.7734 -0.121 0.552 -0.036 0.0252
H 2.3792 0.4505 2.0951 0.032 -0.158 -0.026 -0.0023
H 3.9010 0.4739 1.4768 0.015 -0.069 0.085 0.0029
H 3.6391 2.6506 2.4273 0.050 -0.118 0.014 -0.0004
H 1.9997 2.6968 1.7502 0.004 -0.058 0.052 -0.0046
Se 3.3324 -1.4453 -1.1471 -0.344 -1.007 -0.450 0.6165
C -2.6445 -1.0177 -2.6102 -0.090 -0.001 0.038 -0.0016
Ge -0.7757 -0.4540 -2.4705 0.352 0.188 -0.005 0.0002
C -0.5601 1.2805 -3.3603 -0.070 0.025 -0.082 -0.0018
C 0.3365 -1.7333 -3.4449 -0.052 -0.102 -0.080 0.0094
Ge 0.1294 -0.1972 -0.2020 -0.903 -0.991 -0.688 0.0214
C -0.1308 -1.9057 0.7356 0.351 0.009 0.243 -0.0114
C -0.6120 -3.0279 0.0666 -0.034 0.029 0.011 0.0150
C -0.6869 -4.2637 0.6975 -0.010 0.006 -0.011 0.0000
C -0.2788 -4.3988 2.0151 -0.001 -0.001 0.010 -0.0007
C 0.2038 -3.2926 2.7013 0.014 0.014 0.009 -0.0004
C 0.2790 -2.0643 2.0619 -0.031 -0.021 -0.066 -0.0091
C -0.9424 1.1508 0.7384 0.525 0.332 0.279 -0.0246
C -2.0037 1.7883 0.1012 -0.008 -0.009 0.018 -0.0070
C -2.7236 2.7908 0.7394 -0.021 -0.034 -0.004 0.0025
C -2.3911 3.1754 2.0290 -0.001 0.002 0.005 -0.0009
C -1.3371 2.5523 2.6832 0.017 -0.001 0.022 0.0057
C -0.6206 1.5553 2.0382 -0.045 0.024 -0.092 0.0175
H -2.8955 -1.0810 -3.6708 -0.027 -0.011 0.018 -0.0004
H -3.3193 -0.3035 -2.1385 -0.008 -0.018 0.003 0.0002
H -2.8077 -1.9951 -2.1569 -0.008 0.010 0.001 0.0000
H -0.7424 1.1726 -4.4313 0.006 0.010 0.010 0.0001
H 0.4560 1.6528 -3.2214 -0.005 0.001 0.001 0.0017
H -1.2541 2.0255 -2.9703 0.026 0.015 -0.001 0.0003
H -0.0121 -1.8076 -4.4771 -0.019 0.000 0.018 -0.0009
H 0.3028 -2.7272 -2.9970 0.018 0.005 -0.011 0.0030
H 1.3720 -1.3990 -3.4513 0.004 -0.003 -0.012 -0.0050
H -0.9319 -2.9457 -0.9654 0.015 -0.021 -0.008 -0.0019
H -1.0548 -5.1251 0.1538 -0.019 0.013 0.004 0.0004
H -0.3308 -5.3626 2.5052 -0.001 0.005 -0.001 -0.0001
H 0.5321 -3.3917 3.7287 -0.016 0.005 -0.003 0.0003
H 0.6723 -1.2147 2.6128 -0.030 -0.011 0.038 -0.0019
H -2.2794 1.5026 -0.9064 0.012 0.028 -0.016 0.0003
H -3.5405 3.2790 0.2229 -0.007 -0.017 0.006 0.0001
H -2.9484 3.9612 2.5225 0.004 -0.004 0.000 0.0001
H -1.0703 2.8506 3.6897 -0.009 -0.012 -0.001 0.0001
H 0.2057 1.0846 2.5635 -0.044 -0.011 0.043 -0.0018
```
Positions in Å, forces in eV/Å.

Output
<S²>: 0.769
Kohn-Sham gap (spin up / spin down) in eV: 7.1 / 6.7
Spin multiplicity: 2

3.
# C17H23I2MgN2Se2

C17H23I2MgN2Se2 as an isolated structure (wB97M-V/def2-TZVPD, the OMol25 dataset).

The geometry in XYZ format:
```
47
Properties=species:S:1:pos:R:3:forces:R:3:nbo_charge:R:1
Mg -0.3078 -0.5942 0.5010 0.905 -1.032 -1.103 1.6045
I 2.1626 0.0118 1.9550 1.130 -0.179 -0.284 0.0614
C 4.0059 -1.0662 1.2632 -0.165 -0.509 -0.220 -0.6630
I 5.2593 -0.2317 -0.2770 -0.822 -0.138 0.641 0.2329
H 3.6562 -2.0644 0.9228 0.170 0.896 0.294 0.2328
H 4.6115 -1.1400 2.1763 -0.435 0.110 -0.361 0.2346
C -0.3075 -4.9313 0.0330 -0.299 -0.211 0.335 -0.7575
Se -0.2440 -3.5901 1.4695 -2.218 0.383 -0.373 0.1745
C -2.3585 -3.2836 1.5578 1.605 0.878 -1.594 -0.5138
C -2.6133 -2.3784 2.6894 -0.096 2.137 1.269 -0.5070
Se -2.2413 -0.3823 2.3126 0.936 -1.347 0.527 0.1499
C -0.9650 -0.1034 3.8262 -0.228 0.830 -0.663 -0.7638
H -0.7165 -4.4828 -0.8657 0.178 0.078 -0.101 0.2366
H -0.9735 -5.7516 0.3645 0.558 0.423 -0.119 0.2347
H 0.7150 -5.2921 -0.1253 -0.346 0.086 0.017 0.2447
H -2.7472 -4.2587 1.7338 -0.339 -0.766 0.099 0.2393
H -2.8290 -2.8279 0.6153 1.066 -0.947 1.022 0.2314
H -2.0324 -2.5446 3.6262 -0.599 -0.171 -0.751 0.2407
H -3.6732 -2.2276 2.8959 0.004 -0.700 0.215 0.2453
H -1.5845 -0.1717 4.7171 0.238 0.136 0.084 0.2433
H -0.6693 0.9605 3.6205 0.075 -1.033 0.661 0.2410
H -0.1097 -0.8103 3.8658 -0.670 0.521 -0.274 0.2400
C -1.6159 2.1080 -0.4751 -0.363 -0.413 -1.047 -0.2447
N -0.9315 0.8521 -0.7664 0.422 -0.543 -1.387 -0.7824
C -0.6202 0.5158 -2.0164 0.869 -0.324 0.864 0.1775
C 0.2651 -0.5654 -2.3043 -0.505 -0.822 0.110 -0.0732
C 0.8783 -0.9564 -3.5221 -0.358 0.150 -0.226 -0.1964
C 1.8211 -1.9435 -3.1934 0.275 0.396 0.142 -0.3353
C 1.6390 -2.1851 -1.8157 0.054 0.488 -0.393 -0.0059
N 0.7165 -1.3955 -1.2778 -0.769 1.248 0.660 -0.6985
C -0.7555 3.3475 -0.6705 1.007 -0.827 -1.511 -0.0532
C -1.3095 4.6097 -0.5966 -0.104 0.393 0.936 -0.2044
C -0.5064 5.7535 -0.6858 -0.892 0.015 -0.468 -0.1988
C 0.8275 5.5968 -0.9855 0.569 -0.135 -0.061 -0.2066
C 1.3299 4.3675 -1.3740 -0.105 -0.876 0.142 -0.1972
C 0.5620 3.2109 -1.1789 -0.175 0.644 0.333 -0.2260
H -1.8963 2.0258 0.5582 -0.460 0.221 0.595 0.1913
H -2.5498 2.1273 -1.0895 0.548 0.421 0.481 0.2093
H -0.8526 1.0900 -2.9048 -0.556 0.527 0.137 0.2072
H 0.5302 -0.6323 -4.5199 0.737 0.064 0.716 0.2317
H 2.7035 -2.2765 -3.7605 -1.010 -0.166 0.035 0.2366
H 2.1704 -2.8597 -1.1875 0.404 -0.555 0.252 0.1841
H -2.3572 4.6662 -0.3078 0.056 0.292 -0.236 0.2123
H -0.9500 6.7587 -0.7032 0.208 -0.519 0.590 0.2295
H 1.5539 6.3772 -0.8701 -0.125 0.745 -0.497 0.2205
H 2.3123 4.3383 -1.8559 -0.212 -0.239 0.538 0.2218
H 0.9976 2.2299 -1.3743 -0.161 0.374 -0.027 0.2182
```
Positions in Å, forces in eV/Å.

Output
Net charge: +1
Kohn-Sham gap in eV: 6.6

4.
# C17H23I2MnNO4SSiY

C17H23I2MnNO4SSiY as an isolated structure (wB97M-V/def2-TZVPD, the OMol25 dataset).

The geometry in XYZ format:
```
51
Properties=species:S:1:pos:R:3:forces:R:3:mulliken_spin:R:1
I -3.5102 1.2978 -3.0212 -0.736 -0.996 1.297 0.4675
I -4.2167 -0.3157 -0.9296 0.167 0.762 -1.700 0.4687
Mn 0.3382 -2.3818 -0.9975 -2.416 0.836 -3.300 2.1161
Y -0.4801 0.2710 -0.4044 -1.230 1.139 0.810 -0.0006
S -0.8392 -1.5199 -2.6418 -0.735 0.928 0.196 0.0512
C 1.6313 -0.5365 -1.1818 7.643 -0.428 -1.979 0.0039
C 1.2356 2.1152 -0.7845 3.731 4.230 -0.099 0.0007
C 0.1671 -1.7781 -4.3515 0.665 -0.365 -1.222 -0.0070
C -0.7447 -2.6452 -5.2140 -0.491 -0.234 0.800 -0.0058
C 1.5117 -2.4668 -4.0785 -0.175 0.392 0.493 -0.0058
C 0.3683 -0.4046 -4.9752 0.163 0.207 0.643 0.0000
C -0.2584 -2.2938 0.6609 -0.905 -0.742 6.903 -0.1192
C 1.6855 -3.5455 -0.8665 8.788 -4.658 0.795 -0.0633
O 2.0563 2.9291 -0.8001 -3.685 -3.695 0.063 0.0070
O 2.7711 -0.5925 -1.5123 -6.252 0.242 1.754 0.0934
O -0.5417 -2.3429 1.8144 0.819 0.407 -5.255 -0.0589
O 2.7407 -4.0428 -0.9954 -5.573 2.217 0.566 0.0563
H -0.2596 -2.7956 -6.1823 0.089 0.075 0.069 -0.0011
H -1.7185 -2.1745 -5.3926 0.205 -0.070 -0.013 0.0011
H -0.9088 -3.6322 -4.7580 0.037 0.244 -0.219 -0.0007
H 2.0335 -2.6166 -5.0409 -0.213 0.002 0.409 0.0002
H 1.3886 -3.4459 -3.5926 -0.015 0.089 -0.288 -0.0011
H 2.1416 -1.8179 -3.4485 -0.027 -0.339 -0.439 0.0032
H 0.8425 -0.5285 -5.9631 -0.212 -0.026 0.313 0.0006
H 1.0519 0.1911 -4.3516 -0.133 0.013 -0.269 -0.0017
H -0.5754 0.1353 -5.0976 0.142 -0.104 -0.118 0.0012
C -2.8504 2.4536 0.9449 0.036 -0.569 -0.799 0.0199
Si -1.7188 1.9842 2.3368 -0.139 0.692 2.010 -0.0053
C -1.2249 3.6320 3.0646 0.027 -0.206 -0.239 0.0149
C -2.6010 0.8359 3.5229 -0.098 0.037 -0.374 0.0142
N -0.2855 1.0683 1.7367 1.198 -0.942 0.132 0.2603
C 0.7366 0.7273 2.6242 -1.645 0.629 -1.072 0.2169
C 1.8059 -0.0375 2.1236 2.129 -1.001 0.885 0.0198
C 2.8756 -0.4231 2.9511 -1.084 0.420 -1.187 0.0569
C 2.9135 0.0218 4.2939 0.183 0.122 -0.114 0.2185
C 1.8663 0.7844 4.7983 -1.530 0.968 0.162 0.0030
C 0.7668 1.1088 4.0044 0.404 -0.293 0.471 0.1070
H -3.5977 3.1288 1.3886 0.216 -0.056 -0.133 -0.0010
H -3.4253 1.6209 0.5141 0.036 0.293 0.193 0.0123
H -2.3518 2.9919 0.1309 -0.138 0.223 -0.082 0.0008
H -2.1509 4.1557 3.3327 0.133 -0.006 -0.022 0.0007
H -0.5958 3.5980 3.9565 -0.084 0.032 -0.143 -0.0013
H -0.7128 4.2266 2.3004 -0.027 0.096 0.154 0.0028
H -2.6294 -0.1811 3.0987 -0.058 0.143 0.290 0.0022
H -2.1220 0.7959 4.5113 -0.216 -0.072 -0.288 0.0009
H -3.6393 1.1787 3.6587 0.294 -0.122 0.067 0.0006
H 1.7969 -0.3289 1.0649 0.173 0.058 0.463 0.0426
H 3.7018 -1.0169 2.5754 -0.115 0.048 -0.064 0.0057
H 3.7709 -0.1829 4.9295 -0.083 -0.154 -0.159 -0.0058
H 1.8625 1.1766 5.8231 0.197 -0.417 -0.380 0.0036
H -0.1019 1.6190 4.4201 0.543 -0.052 0.016 0.0039
```
Positions in Å, forces in eV/Å.

Output
<S²>: 6.118
Net charge: +4
Kohn-Sham gap (spin up / spin down) in eV: 4.7 / 3.6
Spin multiplicity: 5

5.
# C17H23I2N2ORh

C17H23I2N2ORh as an isolated structure (wB97M-V/def2-TZVPD, the OMol25 dataset).

The geometry in XYZ format:
```
46
Properties=species:S:1:pos:R:3:forces:R:3:mulliken_spin:R:1
C 0.3757 -3.0364 -2.6651 1.399 -0.164 1.087 0.2255
I 3.0261 -1.3658 -0.1135 1.206 -1.032 -1.230 0.1936
H 1.4520 -3.0899 -2.6504 0.555 0.162 -0.078 0.0128
H 0.0571 -2.7528 -3.6290 -0.429 0.417 -1.286 -0.0109
H 0.0211 -4.0596 -2.4728 -0.292 0.490 0.260 -0.0078
C -1.5903 2.3723 -2.7321 1.823 -1.000 -0.297 1.4162
C -0.3308 0.7362 -1.7669 0.532 1.235 -0.600 2.1654
N -1.4724 1.4562 -1.6847 -0.674 0.151 -0.111 -1.0093
H -0.1359 2.7857 -4.3257 0.275 -0.006 -0.359 -0.5659
I 1.6480 1.5656 0.9457 -0.243 1.215 -0.391 0.0390
N 0.3054 1.2441 -2.8447 -0.362 0.525 -0.714 -1.3913
H -2.4371 2.9974 -2.8735 -0.394 0.264 0.078 -0.6934
Rh 0.5427 -0.5607 -0.4680 0.556 0.307 -1.489 1.3093
C -0.1795 -2.0090 -1.6706 -0.672 -1.337 0.698 -0.6008
O -1.3680 -2.1846 -1.4942 -1.022 0.489 0.033 0.0954
C -0.4502 2.2270 -3.4742 -1.118 -0.053 1.323 0.8701
C 1.6458 0.9105 -3.2870 0.210 -0.130 0.042 1.0213
H 2.3437 1.7212 -3.0321 -0.203 -0.289 0.132 -0.1098
H 1.6455 0.7985 -4.3752 -0.031 -0.139 0.130 -0.4523
H 1.9520 -0.0192 -2.7863 0.037 0.326 -0.224 0.1880
C -2.4606 1.4020 -0.6130 0.105 -0.161 0.193 0.4189
H -3.4735 1.3871 -1.0416 0.329 -0.019 0.071 -0.1373
H -2.3543 2.2818 0.0475 0.049 -0.392 -0.279 0.0176
H -2.2919 0.4865 -0.0342 -0.100 0.370 -0.211 0.0283
C -1.1943 -2.0277 3.3560 -0.236 -0.125 0.227 0.0927
C -0.1114 -1.2744 2.5572 -0.629 0.393 -0.479 -0.4067
C 1.1891 -2.0338 2.6326 0.387 0.173 0.178 0.1368
C -0.4980 -1.0249 1.1020 -1.508 -0.993 2.407 1.0444
C -0.0370 0.0867 3.2491 0.998 -0.568 0.674 -0.0046
C -1.1288 0.9376 3.1966 -0.048 -0.013 0.223 -0.0864
C -1.1223 2.1100 3.9320 -0.268 0.380 -0.058 0.0457
C 0.0039 2.4914 4.6542 0.317 -0.071 0.254 -0.0224
C 1.1029 1.6364 4.7196 0.173 -0.401 -0.042 0.0114
C 1.0826 0.4214 4.0311 -0.658 0.505 0.212 0.1056
H -1.3900 -3.0218 2.9573 0.031 -0.115 -0.237 -0.0001
H -2.1521 -1.4762 3.3976 0.444 -0.223 -0.073 -0.0084
H -0.8260 -2.1587 4.3870 -0.207 0.083 -0.151 -0.0028
H 1.1246 -2.9773 2.0922 -0.039 -0.004 -0.038 0.0370
H 1.9865 -1.4413 2.1772 -0.228 -0.237 0.257 -0.0059
H 1.4720 -2.2229 3.6642 0.000 -0.245 0.315 -0.0186
H -1.5963 -0.9814 0.9780 0.389 -0.131 -0.204 0.0765
H -1.9727 0.6585 2.5602 0.176 0.202 0.303 0.0105
H -2.0160 2.7370 3.9445 0.291 0.010 -0.140 -0.0035
H 0.0511 3.4516 5.1661 -0.180 -0.176 -0.040 -0.0197
H 1.9984 1.8805 5.3093 -0.462 0.116 -0.312 -0.0002
H 1.9514 -0.2325 4.0737 -0.281 0.209 -0.054 -0.0037
```
Positions in Å, forces in eV/Å.

Output
<S²>: 6.015
Net charge: -2
Kohn-Sham gap (spin up / spin down) in eV: 1.6 / 5.8
Spin multiplicity: 5

Largest force on an atom, respectively: 3.03 1.54 2.49 9.98 3.01 eV Å⁻¹.